DFT (ωB97M-V/def2-TZVPD) results for C12H15FeNO4 as an isolated structure in a non-equilibrium geometry.

Molecular weight: 293.10 g/mol
Gap between HOMO and LUMO (spin up / spin down): 0.0956 / 0.2157 Ha
Lowest unoccupied orbital energy (spin up / spin down): 5.4 / 5.3 eV
<S²>: 6.1406
Multiplicity: 5
Total charge: -2
Maximum force: 6.30 eV/Å

CARTESIAN COORDINATES (ANGSTROEM)
Fe -0.11422 -1.57275 0.91702
O -3.03864 -1.05572 0.21881
O -0.54198 -2.55731 -1.86877
O 2.52926 1.95099 -2.22892
O 1.51003 3.88908 -2.53880
N 1.47649 2.63188 -2.40419
C -1.93890 -1.17124 0.56853
C 1.39307 -2.64999 1.63723
C -0.89077 2.88503 -2.77798
C -0.19799 -1.57489 2.94483
C 1.16309 -1.53472 2.50987
C -0.83706 -2.70863 2.32382
C 0.25627 2.05238 -2.42767
C -0.81657 1.66957 0.29560
C 0.43799 0.97988 0.64681
C 1.00476 -0.13635 -0.00746
C 0.15250 -3.38528 1.51582
C -0.31623 -2.26864 -0.75869
H -0.65603 -0.90665 3.67038
H -1.75847 2.22898 -2.89281
H 0.23419 0.97385 -2.55218
H 0.01339 -4.32845 1.00066
H 0.89968 1.30951 1.58251
H -1.58986 1.58362 1.08101
H 1.91139 -0.81992 2.84792
H -0.76399 3.43690 -3.72092
H -0.62844 2.74203 0.14293
H 2.05438 -0.36948 0.27617
H 2.34218 -2.93279 1.18808
H 0.90457 -0.16722 -1.10739
H -1.24818 1.26489 -0.63118
H -1.10153 3.60532 -1.97465
H -1.84439 -3.06387 2.52360